(1)
DFT (wB97M-V/def2-TZVPD) results for C12H20MnO10 as an isolated structure.

Last column: Mulliken charge in e.
Element x y z (Å)
1 Mn -0.45 0.30 -0.12  1.366
2 C 3.23 -0.33 1.81  -0.636
3 C 1.99 -0.46 1.05  0.513
4 C 1.13 -1.70 1.37  0.603
5 O -0.02 -1.63 0.90  -0.866
6 C 1.61 -2.73 2.33  -0.922
7 C 2.81 -2.57 2.92  0.318
8 C 3.61 -1.32 2.70  0.340
9 O 4.70 -0.99 3.36  -0.704
10 O 3.28 -3.57 3.52  -0.689
11 O 1.56 0.32 0.18  -0.539
12 H 3.73 0.62 1.70  0.388
13 H 1.17 -3.71 2.36  0.356
14 C -1.29 1.89 2.30  -0.524
15 C -0.04 2.54 1.70  -0.459
16 O -0.02 2.53 0.25  -0.390
17 O -1.33 0.50 1.93  -0.483
18 H -2.13 2.38 1.80  0.173
19 H -1.36 2.10 3.36  0.549
20 H 0.84 2.06 2.12  0.205
21 H 0.08 3.56 2.08  0.498
22 H 0.70 3.09 -0.04  0.276
23 H -1.53 -0.05 2.70  0.279
24 C 0.97 0.62 -2.92  -0.695
25 C 0.85 -0.90 -3.27  -0.490
26 O 1.15 -1.60 -2.09  -0.365
27 O -0.12 1.02 -2.15  -0.177
28 H 0.97 1.20 -3.85  0.479
29 H 1.88 0.81 -2.34  0.262
30 H 1.52 -1.18 -4.08  0.495
31 H -0.15 -1.12 -3.64  0.166
32 H 1.37 -2.49 -2.39  0.266
33 H -0.73 1.38 -2.80  0.223
34 C -3.54 0.42 -0.91  -0.537
35 C -2.93 -0.61 -1.82  -0.553
36 O -1.73 -1.21 -1.22  -0.257
37 O -2.52 1.36 -0.64  -0.329
38 H -3.98 0.00 -0.01  0.228
39 H -4.35 0.95 -1.41  0.474
40 H -2.67 -0.13 -2.77  0.173
41 H -3.64 -1.42 -1.97  0.500
42 H -1.76 -2.17 -1.29  0.206
43 H -2.89 2.24 -0.70  0.278

HOMO level (spin up / spin down)	-5.9 / -5.9	eV
frontier orbital gap (spin up / spin down)	5.04 / 5.00	eV
2S+1	6
relative energy (zero: lowest compared OMol25 entry of this formula, charge and spin)	0.000	eV
electronic energy	-2372.55665	Ha


(2)
DFT (wB97M-V/def2-TZVPD) results for a 3-piece molecular cluster, C12H10BrF2 overall.

Last column: Mulliken charge in e.
Element x y z (Å)
1 Br 0.98 0.37 -1.01  -0.878
2 F 4.42 -5.58 1.30  -0.323
3 C 3.84 -4.37 1.50  0.302
4 C 2.91 -3.87 0.60  -0.376
5 C 2.30 -2.65 0.87  -0.406
6 C 2.67 -1.94 2.01  -0.350
7 C 3.54 -2.47 2.94  -0.361
8 C 4.13 -3.70 2.67  -0.273
9 H 2.61 -4.44 -0.27  0.381
10 H 1.54 -2.18 0.26  0.254
11 H 2.26 -0.94 2.17  0.389
12 H 3.79 -1.93 3.84  0.343
13 H 4.71 -4.18 3.45  0.361
14 F -0.97 3.06 -2.97  -0.284
15 C -2.15 3.09 -2.33  0.409
16 C -3.07 4.02 -2.75  -0.494
17 C -4.31 4.06 -2.10  -0.276
18 C -4.55 3.22 -1.04  -0.517
19 C -3.57 2.30 -0.63  -0.317
20 C -2.35 2.21 -1.27  -0.196
21 H -2.83 4.67 -3.58  0.399
22 H -5.04 4.82 -2.36  0.336
23 H -5.49 3.31 -0.52  0.345
24 H -3.79 1.62 0.18  0.345
25 H -1.58 1.51 -0.96  0.188

HOMO level	-4.0	eV
total charge	-1
frontier orbital gap	7.18	eV
relative energy (zero: lowest compared OMol25 entry of this formula, charge and spin)	0.013	eV
electronic energy	-3237.10267	Ha


(3)
DFT (wB97M-V/def2-TZVPD) results for C39H86GaIN13O15S as an isolated structure.

Last column: Mulliken charge in e.
Element x y z (Å)
1 N 4.90 0.78 1.01  -0.628
2 C 5.14 0.32 -0.19  0.465
3 O 5.06 -0.32 -1.52  -0.213
4 Ga 4.84 1.04 -2.88  0.286
5 I 7.04 2.46 -2.88  -0.209
6 C 4.63 -0.05 -4.67  -0.421
7 O 4.75 -1.50 -4.47  -0.389
8 C 3.45 -2.14 -4.22  -0.340
9 O 2.65 -1.54 -3.14  -0.251
10 C 2.61 -2.39 -1.94  -0.334
11 C 1.71 -1.53 -0.82  -0.146
12 O 2.44 -1.36 0.46  -0.391
13 N 3.22 2.04 -2.50  -0.192
14 C 3.23 3.07 -3.45  0.095
15 S 2.66 4.37 -4.43  -0.300
16 H 5.56 0.30 -5.33  0.261
17 H 3.61 0.27 -5.21  0.258
18 H 2.78 -2.11 -5.21  0.264
19 H 3.64 -3.29 -3.96  0.259
20 H 3.67 -2.56 -1.43  0.172
21 H 2.16 -3.45 -2.17  0.342
22 H 0.72 -2.13 -0.63  0.013
23 H 1.51 -0.43 -1.23  0.341
24 H 2.48 -2.22 0.98  0.229
25 C 0.10 -3.66 1.33  0.138
26 O 1.07 -3.69 0.59  -0.770
27 N -0.53 -4.75 1.88  0.295
28 C -1.69 -4.62 2.75  -0.804
29 C -0.02 -6.07 1.59  -1.038
30 H -0.37 -2.70 1.62  0.385
31 H -1.45 -5.06 3.72  0.454
32 H -2.53 -5.16 2.30  0.321
33 H -1.97 -3.57 2.88  0.123
34 H 1.02 -6.14 1.92  0.293
35 H -0.06 -6.24 0.51  0.314
36 H -0.62 -6.84 2.09  0.332
37 C -1.79 6.85 -2.10  0.044
38 O -2.95 7.24 -2.04  -0.464
39 N -0.82 7.35 -2.95  0.162
40 C 0.53 6.83 -2.97  -0.984
41 C -1.16 8.44 -3.84  -0.989
42 H -1.42 6.02 -1.47  0.310
43 H 1.23 7.63 -2.72  0.328
44 H 0.75 6.45 -3.97  0.323
45 H 0.65 6.01 -2.25  0.353
46 H -1.50 9.29 -3.24  0.279
47 H -1.98 8.12 -4.49  0.315
48 H -0.30 8.73 -4.44  0.371
49 C -0.89 -0.68 3.47  0.109
50 O -0.36 -1.70 3.05  -0.697
51 N -0.43 0.60 3.26  0.224
52 C -1.12 1.76 3.79  -0.963
53 C 0.78 0.80 2.50  -0.838
54 H -1.82 -0.72 4.06  0.258
55 H -1.41 2.41 2.96  0.340
56 H -0.44 2.31 4.46  0.340
57 H -2.02 1.47 4.34  0.294
58 H 0.64 0.38 1.50  0.219
59 H 1.60 0.27 2.99  0.267
60 H 1.02 1.86 2.42  0.364
61 C 10.65 2.52 -2.06  0.020
62 O 9.45 2.43 -2.28  -0.629
63 N 11.30 3.68 -1.71  0.179
64 C 12.73 3.72 -1.46  -0.663
65 C 10.54 4.91 -1.58  -0.982
66 H 11.32 1.65 -2.13  0.311
67 H 12.90 4.06 -0.43  0.338
68 H 13.20 4.42 -2.16  0.330
69 H 13.18 2.73 -1.59  0.131
70 H 9.77 4.77 -0.82  0.289
71 H 10.06 5.13 -2.54  0.283
72 H 11.19 5.74 -1.30  0.375
73 C -3.44 -5.37 6.10  -0.037
74 O -2.38 -4.95 5.64  -0.621
75 N -3.80 -6.70 6.20  0.175
76 C -5.07 -7.11 6.75  -0.954
77 C -2.87 -7.71 5.75  -0.940
78 H -4.21 -4.68 6.47  0.403
79 H -4.90 -7.75 7.62  0.369
80 H -5.62 -7.68 5.99  0.357
81 H -5.67 -6.25 7.05  0.265
82 H -1.94 -7.62 6.31  0.302
83 H -2.66 -7.55 4.69  0.243
84 H -3.29 -8.71 5.89  0.400
85 C 15.50 1.52 -1.19  0.180
86 O 14.48 1.28 -1.83  -0.696
87 N 16.76 1.07 -1.49  0.135
88 C 17.92 1.40 -0.68  -0.908
89 C 16.95 0.24 -2.67  -0.937
90 H 15.47 2.15 -0.28  0.250
91 H 18.65 1.94 -1.30  0.339
92 H 18.37 0.48 -0.31  0.328
93 H 17.64 2.03 0.17  0.302
94 H 16.62 0.80 -3.55  0.291
95 H 16.34 -0.66 -2.56  0.296
96 H 18.00 -0.04 -2.78  0.368
97 C -8.20 -4.97 4.81  -0.024
98 O -7.66 -6.00 4.39  -0.559
99 N -7.74 -3.69 4.60  0.310
100 C -8.42 -2.53 5.13  -0.916
101 C -6.52 -3.50 3.84  -0.795
102 H -9.12 -5.01 5.40  0.300
103 H -8.71 -1.88 4.30  0.311
104 H -7.75 -1.99 5.80  0.326
105 H -9.32 -2.82 5.68  0.305
106 H -6.66 -3.92 2.84  0.170
107 H -5.70 -4.02 4.33  0.177
108 H -6.28 -2.43 3.76  0.409
109 C -5.87 -4.02 0.73  0.041
110 O -5.69 -3.04 1.44  -0.676
111 N -6.28 -3.99 -0.59  0.216
112 C -6.47 -5.20 -1.37  -0.662
113 C -6.52 -2.71 -1.22  -1.020
114 H -5.72 -5.04 1.11  0.374
115 H -5.80 -5.17 -2.23  0.388
116 H -7.51 -5.24 -1.71  0.354
117 H -6.25 -6.09 -0.77  -0.037
118 H -5.60 -2.11 -1.19  0.314
119 H -7.30 -2.18 -0.67  0.286
120 H -6.84 -2.84 -2.26  0.390
121 C -5.49 -8.71 -1.15  0.116
122 O -5.53 -7.87 -2.04  -0.596
123 N -6.49 -9.63 -0.88  0.125
124 C -6.37 -10.59 0.20  -0.939
125 C -7.68 -9.63 -1.69  -0.927
126 H -4.63 -8.79 -0.47  0.332
127 H -6.43 -11.60 -0.22  0.345
128 H -7.20 -10.44 0.90  0.345
129 H -5.42 -10.48 0.73  0.288
130 H -7.40 -9.80 -2.73  0.304
131 H -8.17 -8.65 -1.62  0.259
132 H -8.38 -10.40 -1.36  0.380
133 C -1.77 10.71 1.08  0.096
134 O -1.33 11.11 0.01  -0.571
135 N -2.87 9.89 1.24  0.188
136 C -3.33 9.46 2.55  -0.923
137 C -3.60 9.46 0.07  -0.784
138 H -1.29 10.97 2.04  0.260
139 H -3.30 8.36 2.58  0.319
140 H -4.35 9.81 2.70  0.321
141 H -2.69 9.85 3.34  0.303
142 H -2.92 8.90 -0.58  0.092
143 H -3.97 10.34 -0.47  0.293
144 H -4.45 8.83 0.35  0.366
145 C -5.09 8.22 -4.65  0.319
146 O -5.12 9.05 -5.54  -0.632
147 N -6.08 7.30 -4.38  0.114
148 C -5.97 6.33 -3.30  -0.739
149 C -7.28 7.30 -5.19  -0.965
150 H -4.22 8.13 -3.97  0.098
151 H -6.03 5.33 -3.72  0.338
152 H -6.79 6.49 -2.60  0.316
153 H -5.02 6.45 -2.77  0.143
154 H -7.00 7.12 -6.23  0.288
155 H -7.76 8.28 -5.12  0.288
156 H -7.97 6.52 -4.86  0.385

HOMO level	-4.6	eV
total charge	-1
frontier orbital gap	5.88	eV
relative energy (zero: lowest compared OMol25 entry of this formula, charge and spin)	7.581	eV
electronic energy	-5998.56385	Ha


(4)
DFT (wB97M-V/def2-TZVPD) results for one molecule with the formula C4H7NO.

Last column: Mulliken charge in e.
Element x y z (Å)
1 C 1.58 0.01 0.43  -1.229
2 C 0.35 0.00 -0.49  0.321
3 C -0.84 -0.95 -0.18  -0.593
4 N -1.70 0.23 -0.10  -0.157
5 C -0.67 1.13 -0.21  0.249
6 O -0.59 2.33 -0.07  -0.611
7 H 2.52 -0.11 -0.12  0.292
8 H 1.63 0.98 0.94  0.300
9 H 1.52 -0.78 1.18  0.330
10 H 0.63 -0.01 -1.55  0.358
11 H -0.73 -1.48 0.77  0.263
12 H -1.12 -1.65 -0.98  0.263
13 H -2.62 0.36 0.30  0.214

HOMO level	-9.7	eV
structure (SMILES)	C[C@H]1CNC1=O
frontier orbital gap	10.73	eV
relative energy (zero: lowest compared OMol25 entry of this formula, charge and spin)	0.891	eV
electronic energy	-286.59890	Ha


(5)
DFT (wB97M-V/def2-TZVPD) results for a 6-piece molecular cluster, C5H23NO7 overall.

Last column: Mulliken charge in e.
Element x y z (Å)
1 O 0.52 -1.94 0.79  -0.678
2 C 0.16 -1.50 2.08  -0.398
3 C -0.84 -0.32 2.05  -0.209
4 C -2.10 -0.60 1.38  -0.791
5 N -1.90 -0.98 -0.03  -0.422
6 C -1.80 0.01 -1.05  -0.378
7 C -1.67 -0.57 -2.48  -0.481
8 O -0.52 -0.17 -3.16  -0.542
9 H -0.14 -1.63 0.14  0.521
10 H 1.11 -1.05 2.62  0.138
11 H -0.14 -2.46 2.44  0.339
12 H -0.26 0.57 1.69  0.095
13 H -1.04 -0.03 3.10  0.408
14 H -2.82 0.26 1.55  0.315
15 H -2.69 -1.37 1.86  0.460
16 H -2.47 -1.76 -0.40  0.231
17 H -1.13 0.91 -0.94  -0.014
18 H -2.72 0.67 -0.98  0.622
19 H -2.44 -0.30 -3.19  0.328
20 H -1.62 -1.65 -2.37  0.230
21 H 0.05 0.27 -2.51  0.388
22 O 2.78 -1.30 -0.64  -0.736
23 H 2.69 -1.85 -1.42  0.285
24 H 1.95 -1.56 -0.07  0.491
25 O -1.48 3.06 -0.09  -0.693
26 H -0.53 3.22 0.30  0.407
27 H -1.41 2.02 -0.20  0.225
28 O 3.63 0.99 1.03  -0.719
29 H 3.78 0.52 0.23  0.302
30 H 3.31 0.35 1.69  0.352
31 O 1.09 1.93 0.71  -0.746
32 H 2.04 1.86 0.98  0.356
33 H 1.13 1.67 -0.17  0.473
34 O 1.49 0.84 -1.63  -0.714
35 H 2.09 0.33 -1.09  0.320
36 H 1.91 1.52 -2.20  0.233

HOMO level	-9.2	eV
structure (SMILES)	OCCCNCCO.O.O.O.O.O
frontier orbital gap	9.54	eV
relative energy (zero: lowest compared OMol25 entry of this formula, charge and spin)	2.907	eV
electronic energy	-785.66521	Ha


(6)
DFT (wB97M-V/def2-TZVPD) results for C40H33N6O2PdS3 as an isolated structure.

Last column: Mulliken charge in e.
Element x y z (Å)
1 Pd 0.25 0.67 0.64  0.695
2 O -1.25 2.16 1.11  -0.100
3 C -1.96 2.31 -0.11  1.789
4 C -3.22 1.43 0.07  -1.759
5 C -2.98 -0.06 0.06  -0.056
6 C -3.98 -0.91 -0.37  -1.088
7 C -3.75 -2.28 -0.40  -1.014
8 C -2.52 -2.76 0.01  -0.601
9 C -1.57 -1.86 0.46  -0.620
10 C -0.22 -2.32 0.94  -1.641
11 C 0.87 -2.21 -0.17  3.084
12 O 0.97 -0.89 -0.64  0.733
13 C 2.23 -2.66 0.38  -0.110
14 C 3.29 -2.77 -0.53  -0.305
15 C 4.55 -3.18 -0.14  -0.877
16 C 4.79 -3.51 1.19  -0.620
17 C 3.75 -3.41 2.11  -1.009
18 C 2.48 -3.00 1.70  0.301
19 C 0.45 -3.16 -1.30  -0.518
20 C 0.61 -4.54 -1.18  -0.333
21 C 0.13 -5.40 -2.16  -0.990
22 C -0.50 -4.88 -3.28  -0.700
23 C -0.65 -3.51 -3.42  -0.920
24 C -0.18 -2.65 -2.43  0.182
25 N -1.80 -0.54 0.48  1.300
26 C -2.38 3.77 -0.30  -0.470
27 C -2.79 4.47 0.83  0.089
28 C -3.21 5.79 0.72  -0.933
29 C -3.22 6.42 -0.52  -0.584
30 C -2.80 5.72 -1.64  -1.030
31 C -2.38 4.40 -1.53  -0.227
32 C -1.14 1.82 -1.32  0.097
33 C 0.20 2.20 -1.44  0.834
34 C 0.94 1.86 -2.58  -1.165
35 C 0.36 1.13 -3.60  -0.586
36 C -0.99 0.79 -3.51  -1.188
37 C -1.72 1.13 -2.39  -0.829
38 H -3.97 1.68 -0.69  0.650
39 H -3.65 1.73 1.03  0.716
40 H -4.93 -0.50 -0.69  0.544
41 H -4.52 -2.96 -0.75  0.455
42 H -2.29 -3.82 -0.02  0.589
43 H -0.28 -3.35 1.27  1.054
44 H 0.09 -1.69 1.77  -0.119
45 H 3.09 -2.55 -1.58  0.524
46 H 5.34 -3.28 -0.87  0.467
47 H 5.76 -3.86 1.51  0.433
48 H 3.92 -3.68 3.14  0.489
49 H 1.69 -2.96 2.44  0.472
50 H 1.11 -4.95 -0.31  0.437
51 H 0.26 -6.46 -2.05  0.440
52 H -0.88 -5.55 -4.05  0.418
53 H -1.14 -3.10 -4.29  0.464
54 H -0.29 -1.58 -2.51  -0.245
55 H -2.76 3.99 1.80  0.266
56 H -3.52 6.33 1.61  0.414
57 H -3.54 7.45 -0.60  0.408
58 H -2.80 6.21 -2.61  0.434
59 H -2.05 3.88 -2.42  0.443
60 H 0.63 2.92 -0.76  0.075
61 H 1.95 2.22 -2.68  0.544
62 H 0.93 0.87 -4.49  0.445
63 H -1.47 0.26 -4.32  0.478
64 H -2.77 0.88 -2.36  0.608
65 N -1.74 0.84 3.54  -0.312
66 C -0.45 0.66 3.83  -0.404
67 N 0.46 0.47 2.90  1.364
68 C 1.72 0.45 3.43  -0.808
69 C 1.79 0.52 4.80  -0.402
70 S 0.23 0.68 5.45  -0.162
71 C 2.80 0.40 2.49  -0.054
72 C 4.19 0.23 2.75  -0.477
73 S 5.06 0.17 1.32  -0.075
74 C 3.54 0.33 0.42  -0.152
75 N 2.48 0.50 1.21  0.661
76 N 3.41 0.25 -0.88  -0.018
77 H -1.90 1.22 2.60  -0.032
78 H -2.38 1.11 4.28  0.280
79 H 2.66 0.50 5.43  0.453
80 H 4.68 0.14 3.70  0.424
81 H 4.19 -0.02 -1.45  0.340
82 H 2.45 -0.06 -1.16  -0.343
83 S 0.64 3.49 1.97  0.010
84 C 0.77 4.79 0.94  0.481
85 N 0.85 5.66 0.19  -0.509

HOMO level (spin up / spin down)	-10.7 / -10.6	eV
total charge	+1
frontier orbital gap (spin up / spin down)	7.04 / 4.35	eV
2S+1	5
relative energy (zero: lowest compared OMol25 entry of this formula, charge and spin)	1.719	eV
electronic energy	-3345.26433	Ha


(7)
DFT (wB97M-V/def2-TZVPD) results for one molecule with the formula C3H4.

Last column: Mulliken charge in e.
Element x y z (Å)
1 C -0.71 -0.97 0.55  -0.720
2 C 0.04 -0.05 -0.08  0.283
3 C 0.75 0.94 -0.56  -0.608
4 H -1.24 -1.73 -0.13  0.195
5 H -1.09 -0.80 1.43  0.332
6 H 0.43 1.80 -1.02  0.323
7 H 1.82 0.81 -0.17  0.194

HOMO level	-9.6	eV
structure (SMILES)	C=C=C
frontier orbital gap	10.69	eV
relative energy (zero: lowest compared OMol25 entry of this formula, charge and spin)	0.724	eV
electronic energy	-116.61025	Ha


(8)
DFT (wB97M-V/def2-TZVPD) results for one molecule with the formula C4H7NO.

Last column: Mulliken charge in e.
Element x y z (Å)
1 C -0.43 1.36 -0.01  -0.976
2 C -0.24 -1.19 0.52  0.330
3 C 1.14 0.82 -0.14  -0.422
4 C -0.94 -2.04 -0.18  -0.681
5 O 0.75 -0.91 1.25  0.003
6 N 1.54 0.17 1.03  -0.433
7 H -0.36 2.21 -0.70  0.345
8 H -1.26 0.78 -0.40  0.328
9 H -0.66 1.74 0.98  0.300
10 H 1.13 0.17 -1.03  0.288
11 H 1.81 1.67 -0.28  0.395
12 H -2.00 -1.90 -0.32  0.265
13 H -0.48 -2.87 -0.70  0.258

HOMO level (spin up / spin down)	-8.5 / -7.9	eV
frontier orbital gap (spin up / spin down)	8.82 / 7.91	eV
relative energy (zero: lowest compared OMol25 entry of this formula, charge and spin)	6.898	eV
electronic energy	-286.37816	Ha


Which of these has the highest electronic energy?
C3H4